<one>
One molecule with the formula C5H8N2O2. Source: the OMol25 dataset; level of theory: wB97M-V/def2-TZVPD.

Last column: natural (NBO) charge in e.
Geometry (Å):
O -2.8776 0.0547 -0.2490  -0.68
C -1.7086 -0.6243 0.2153  0.10
C -0.3354 -0.8409 -0.3543  -0.10
N 0.7802 -1.6773 -0.1037  -0.65
C 1.8777 -0.9134 0.2358  -0.25
C 1.9203 0.7000 -0.0336  -0.03
N 1.1279 1.6602 -0.2307  -0.09
O -0.1392 1.4897 0.0058  -0.35
C -0.5836 0.3229 0.5530  -0.01
H -2.6178 0.9480 -0.2340  0.48
H -1.9433 -1.1084 1.1042  0.19
H -0.4098 -0.5602 -1.4714  0.20
H 1.0527 -2.4184 -0.7199  0.39
H 2.6388 -1.2198 -0.6754  0.20
H 2.2993 -1.0712 1.3176  0.21
H 2.9929 0.8934 -0.4337  0.20
H -0.2573 0.4349 1.7022  0.20

Values from the calculation:
HOMO-LUMO gap: 9.795 eV
LUMO: 0.753 eV
Charge: 0
SMILES: O[C@H]1[C@@H]2NCC=NO[C@@H]12
Spin multiplicity: 1

=====

<two>
C5H8N2O2 as an isolated structure. Source: the OMol25 dataset; level of theory: wB97M-V/def2-TZVPD.

Last column: natural (NBO) charge in e.
Geometry (Å):
C -0.5143 -0.4588 -0.6451  -0.08
C -0.4411 0.2702 0.7103  -0.07
C 1.5615 -0.4587 0.3587  0.67
C 0.7691 0.1430 -0.8300  -0.32
C 0.1763 1.4724 -0.2027  0.10
H -0.5341 -2.6728 -0.8253  0.39
H -1.7058 -1.8944 0.4766  0.37
H -1.1073 -0.1554 -1.4859  0.22
H -1.2516 0.4977 1.3341  0.21
H 0.8000 -0.6888 2.3269  0.44
H 1.2100 0.3098 -1.8726  0.24
H 0.6643 2.0546 0.5515  0.19
H -1.2605 2.8718 -0.3978  0.48
N -0.6892 -1.8156 -0.1982  -0.88
N 0.7342 -0.2137 1.3057  -0.60
O 2.4512 -1.3950 0.4106  -0.63
O -0.8627 2.1337 -1.0168  -0.72

Values from the calculation:
HOMO-LUMO gap: 9.432 eV
LUMO: 0.490 eV
Charge: 0
Spin multiplicity: 1

=====

Stability verdict: <two>, ahead by 54.3 kcal/mol

=====

<one>
A 2-piece molecular cluster, C2H7NO3 overall. Source: the OMol25 dataset; level of theory: wB97M-V/def2-TZVPD.

Last column: natural (NBO) charge in e.
Geometry (Å):
N -0.4826 -2.2131 0.3689  -0.84
C -1.2105 -0.9508 0.2654  -0.34
C -0.3479 0.0389 -0.4998  0.77
O 0.5651 -0.2561 -1.2168  -0.57
O -1.0049 1.2366 -0.5277  -0.70
H -0.4887 -2.7322 -0.5229  0.36
H 0.4989 -2.1644 0.6200  0.37
H -1.4529 -0.5778 1.2690  0.22
H -2.1712 -1.1300 -0.2507  0.23
H -0.8434 1.5998 -1.4142  0.50
O 2.0561 1.9398 1.2375  -0.96
H 2.8226 1.3677 1.2872  0.48
H 1.2243 1.5797 1.5358  0.48

Values from the calculation:
HOMO-LUMO gap: 10.116 eV
LUMO: 0.508 eV
Charge: 0
SMILES: NCC(=O)O.O
Spin multiplicity: 1

=====

<two>
C2H7NO3 as an isolated structure. Source: the OMol25 dataset; level of theory: wB97M-V/def2-TZVPD.

Last column: natural (NBO) charge in e.
Geometry (Å):
C 0.1994 -0.9014 -0.4910  0.20
O 1.2125 -1.2796 0.4075  -0.73
O 0.7348 -0.4480 -1.7215  -0.75
H 1.6252 -0.4805 0.7599  0.48
H 1.3330 -1.1213 -2.0724  0.47
H -0.3513 -1.8421 -0.6531  0.15
H -1.4921 -0.3993 -0.6156  0.50
N -0.1887 1.1582 1.3546  -0.85
C -0.6030 0.7635 0.1174  0.30
O -1.9030 0.4023 0.0167  -0.73
H 0.2384 2.0693 1.4351  0.40
H -0.6109 0.6852 2.1418  0.40
H -0.1940 1.3937 -0.6793  0.17

Values from the calculation:
HOMO-LUMO gap: 9.483 eV
LUMO: 0.811 eV
Charge: 0
Spin multiplicity: 1

=====

<three>
A 2-piece molecular cluster, C2H7NO3 overall. Source: the OMol25 dataset; level of theory: wB97M-V/def2-TZVPD.

Last column: natural (NBO) charge in e.
Geometry (Å):
C 1.5310 1.0380 -1.8273  -0.41
N 0.9321 0.6515 -0.5349  -0.65
C -0.3819 0.3280 -0.4496  0.88
O -1.2076 0.6531 0.3491  -0.61
O -0.6765 -0.5742 -1.4616  -0.71
H 1.8963 0.1377 -2.3105  0.21
H 2.4401 1.5981 -1.6009  0.20
H 0.8600 1.7231 -2.3330  0.20
H 1.3023 1.1019 0.2954  0.40
H -1.6148 -0.4652 -1.6464  0.49
O -0.3947 -1.6967 3.2445  -0.93
H 0.1704 -1.0080 3.6039  0.47
H -0.1932 -2.4846 3.7941  0.47

Values from the calculation:
HOMO-LUMO gap: 10.594 eV
LUMO: 0.756 eV
Charge: 0
SMILES: CNC(=O)O.O
Spin multiplicity: 1

=====

<four>
A 2-piece molecular cluster, C2H7NO3 overall. Source: the OMol25 dataset; level of theory: wB97M-V/def2-TZVPD.

Last column: natural (NBO) charge in e.
Geometry (Å):
C -2.4728 0.4968 -0.2973  -0.43
N -1.4465 -0.5359 -0.1535  -0.64
C -0.1726 -0.3445 0.2883  0.89
O 0.7059 -1.1494 0.1282  -0.65
O 0.0586 0.7998 0.9574  -0.67
H -2.7188 0.9476 0.6614  0.19
H -3.3253 0.0250 -0.7652  0.22
H -2.1410 1.2882 -0.9861  0.20
H -1.5575 -1.2934 -0.8005  0.41
H -0.7456 1.3193 1.0905  0.48
O 2.9162 0.3506 -0.7688  -0.96
H 2.3853 -0.3269 -0.3167  0.49
H 3.7588 0.3472 -0.3038  0.46

Values from the calculation:
HOMO-LUMO gap: 10.790 eV
LUMO: 0.458 eV
Charge: 0
SMILES: CNC(=O)O.O
Spin multiplicity: 1

=====

Stability verdict: <four>, ahead by 8.2 kcal/mol

=====

<one>
A 2-piece molecular cluster, C2H7NO3 overall. Source: the OMol25 dataset; level of theory: wB97M-V/def2-TZVPD.

Last column: natural (NBO) charge in e.
Geometry (Å):
C -2.2374 0.2502 0.4397  -0.28
O -0.9975 -0.1619 -0.0429  -0.44
H 0.4867 -1.0701 -0.7222  0.14
H -2.9165 -0.6116 0.3351  0.22
H -2.2185 0.5120 1.5066  0.17
H -2.6703 1.0727 -0.1464  0.17
C 1.4827 -0.4724 -0.5754  0.49
N 0.6756 0.7856 -0.0686  -0.46
O 2.1209 -1.0332 0.5623  -0.75
O 2.1145 -0.3665 -1.6606  -0.57
H 2.9661 -1.3663 0.2307  0.49
H 0.3945 1.4572 -0.7690  0.42
H 0.7993 1.0043 0.9107  0.41

Values from the calculation:
HOMO-LUMO gap (spin up / spin down): 8.340 / 5.289 eV
LUMO (spin up / spin down): -1.106 / -2.607 eV
Charge: 0
Spin multiplicity: 1

=====

<two>
A 2-piece molecular cluster, C2H7NO3 overall. Source: the OMol25 dataset; level of theory: wB97M-V/def2-TZVPD.

Last column: natural (NBO) charge in e.
Geometry (Å):
N 0.1973 1.1410 -1.0750  -0.83
C 1.0046 0.1741 -0.2393  -0.34
C 0.5602 -0.2851 1.2006  0.77
O 0.9331 0.3162 2.2557  -0.60
O 0.1488 -1.5746 1.1557  -0.66
H 0.4697 2.0921 -0.9178  0.37
H 0.6940 0.9672 -1.9766  0.36
H 1.2477 -0.7807 -0.6910  0.22
H 1.9034 0.7621 -0.0142  0.21
H -0.0063 -1.7169 2.0933  0.50
O -2.6663 -0.3007 -0.3157  -0.95
H -1.8463 0.1930 -0.5053  0.48
H -2.6399 -0.9878 -0.9704  0.46

Values from the calculation:
HOMO-LUMO gap: 10.872 eV
LUMO: 0.394 eV
Charge: 0
SMILES: NCC(=O)O.O
Spin multiplicity: 1

=====

Stability verdict: <two>, ahead by 127.4 kcal/mol

=====

<one>
C3H8N2 as an isolated structure. Source: the OMol25 dataset; level of theory: wB97M-V/def2-TZVPD.

Last column: natural (NBO) charge in e.
Geometry (Å):
C 1.8635 0.5731 -0.1171  -0.63
C 0.5993 0.0554 0.4802  -0.28
N -2.2286 0.3756 -0.0030  -0.83
C -1.3955 -0.9023 -0.0367  0.15
N -0.1128 -1.0824 -0.1563  -0.46
H 2.5488 1.0932 0.5647  0.22
H 2.5472 -0.3127 -0.4555  0.20
H 1.8521 1.0501 -1.0927  0.21
H 0.8440 -0.3129 1.4523  0.21
H -0.1042 0.9327 0.5070  0.20
H -3.1049 0.1710 -0.4606  0.37
H -1.2398 0.1539 -0.7807  0.45
H -2.0692 -1.7948 0.0985  0.19

Values from the calculation:
HOMO-LUMO gap: 10.073 eV
LUMO: 0.868 eV
Charge: 0
Spin multiplicity: 1

=====

<two>
A 2-piece molecular cluster, C3H8N2 overall. Source: the OMol25 dataset; level of theory: wB97M-V/def2-TZVPD.

Last column: natural (NBO) charge in e.
Geometry (Å):
C -1.0614 -0.4579 1.8274  -0.41
C 0.5801 -0.4830 0.0790  0.24
C 0.3971 0.9662 -1.6282  -0.46
H -2.3195 -0.2381 1.5665  0.21
H -0.5586 0.0048 2.7844  0.21
H -0.8849 -1.6538 1.8506  0.18
H -1.4970 0.2315 -0.2026  0.34
H 1.0253 -1.4017 0.5140  0.16
H 0.5198 1.9594 -1.0486  0.19
H -0.7528 0.9724 -1.7178  0.16
H 0.8814 1.1722 -2.5290  0.20
N -0.4073 0.0862 0.7093  -0.59
N 0.9918 -0.2575 -1.1217  -0.45

Values from the calculation:
HOMO-LUMO gap: 8.887 eV
LUMO: -0.043 eV
Charge: 0
Spin multiplicity: 1

=====

<three>
One molecule with the formula C3H8N2. Source: the OMol25 dataset; level of theory: wB97M-V/def2-TZVPD.

Last column: natural (NBO) charge in e.
Geometry (Å):
C 1.4219 2.0307 -0.4701  -0.60
C 0.1187 1.1833 -0.5415  -0.46
C 0.0763 -0.2032 -0.0317  0.03
N -1.0234 -0.8615 0.4182  -0.23
N -0.9368 -2.2498 0.5882  -0.63
H 1.2378 3.0672 -0.8584  0.22
H 2.1971 1.4788 -1.0666  0.20
H 1.6182 2.0965 0.6476  0.21
H -0.5957 1.7957 0.0999  0.22
H -0.0826 1.1246 -1.6066  0.22
H 1.0003 -0.8261 -0.2840  0.14
H 0.1478 -2.4858 0.8820  0.32
H -1.5020 -2.5372 1.4005  0.36

Values from the calculation:
HOMO-LUMO gap: 9.868 eV
LUMO: 1.031 eV
Charge: 0
SMILES: CC/C=N/N
Spin multiplicity: 1

=====

Stability verdict: <three>, ahead by 45.2 kcal/mol